(1)
DFT (ωB97M-V/def2-TZVPD) results for a gas-phase ion, C7H15N2O (charge +1) in a non-equilibrium geometry.

Output
**HOMO energy (alpha / beta)**: -11.659 / -11.660 eV
**LUMO level (alpha / beta)**: -4.32 / -4.32 eV
**SMILES string**: C=[N+](C)CCN/C(C)=C\O
**Charge**: +1
**Kohn-Sham gap (alpha / beta)**: 0.26970 / 0.26973 Eh
**Energy above the lowest of the compared OMol25 structures with the same formula, charge and spin**: 385.32 kJ/mol
**DFT total energy**: -12520.67117 eV

Last column: natural (NBO) charge in e.
Cartesian coordinates (Å):
C -0.1918 1.5357 0.0263  0.11
N 0.9810 1.0440 -0.1851  -0.30
C 2.1646 1.0967 0.6576  -0.43
C 1.1975 0.2536 -1.3217  -0.25
C 0.5148 -1.2126 -1.2823  -0.21
N -0.9592 -0.9992 -1.0590  -0.63
C -1.3910 -0.5977 0.2070  0.12
C -0.9035 -1.2602 1.4303  -0.65
C -2.5743 0.1051 0.3875  0.07
O -3.2574 0.7304 -0.6273  -0.73
H -0.8412 1.6708 -0.8079  0.24
H -0.3824 1.8303 1.0399  0.23
H 3.0215 0.6437 0.2239  0.24
H 2.3738 2.2202 0.8597  0.24
H 1.9427 0.6797 1.6412  0.24
H 2.3237 0.1671 -1.6399  0.24
H 0.7456 0.8085 -2.1060  0.22
H 0.6373 -1.6057 -2.2654  0.24
H 0.9178 -1.8649 -0.4764  0.22
H -1.4599 -0.7023 -1.8792  0.40
H -1.0498 -0.4740 2.0960  0.23
H 0.2201 -1.4275 1.3585  0.20
H -1.3915 -2.2455 1.4982  0.26
H -2.9660 0.3345 1.3421  0.19
H -3.9333 0.2282 -1.0566  0.50

***

(2)
DFT (ωB97M-V/def2-TZVPD) results for a gas-phase ion, C7H15N2O2 (charge +1) in a non-equilibrium geometry.

Output
**HOMO energy (alpha / beta)**: -13.708 / -12.980 eV
**LUMO level (alpha / beta)**: -4.11 / -3.94 eV
**Charge**: +1
**Kohn-Sham gap (alpha / beta)**: 0.35275 / 0.33209 Eh
**Energy above the lowest of the compared OMol25 structures with the same formula, charge and spin**: 418.96 kJ/mol
**DFT total energy**: -14566.80626 eV

Last column: natural (NBO) charge in e.
Cartesian coordinates (Å):
C -2.3021 -0.0214 -0.7252  -0.41
C -1.9719 1.2587 -0.0339  -0.40
C -1.7389 -1.2805 0.0175  -0.42
C -0.4345 1.3752 0.1227  -0.46
C -0.2609 -1.1724 0.3537  -0.16
C 0.1326 0.1929 0.8785  -0.03
C 2.4982 -0.1577 -0.1846  0.72
N 0.4435 -1.7403 -0.8094  -0.42
N 1.6807 0.2435 1.0700  -0.57
O 2.6503 0.9196 -0.9701  -0.71
O 3.6309 -0.7512 0.1970  -0.69
H -3.4933 -0.1162 -0.8104  0.25
H -1.8705 0.0225 -1.7989  0.19
H -2.4467 2.1223 -0.5442  0.25
H -2.4653 1.0671 1.0196  0.20
H -2.2412 -1.2888 0.9525  0.22
H -2.1034 -2.2191 -0.5719  0.26
H -0.0458 1.5178 -0.9312  0.23
H -0.2084 2.3592 0.6434  0.24
H -0.2060 -1.9560 1.2068  0.21
H -0.2383 0.2595 1.8977  0.24
H 0.0833 -1.1956 -1.5499  0.30
H 1.9378 1.2528 1.1057  0.45
H 2.0196 -0.3043 1.8536  0.46
H 2.7235 0.7080 -1.8781  0.52
H 4.2268 -1.0953 -0.5111  0.54

***

(3)
DFT (ωB97M-V/def2-TZVPD) results for 2 unconnected molecules or ions with the total composition C7H15N2O3 in a non-equilibrium geometry.

Output
**HOMO energy**: -13.036 eV
**LUMO level**: -5.03 eV
**Charge**: +1
**Kohn-Sham gap**: 0.29415 Eh
**Energy above the lowest of the compared OMol25 structures with the same formula, charge and spin**: 527.23 kJ/mol
**DFT total energy**: -16612.31395 eV

Last column: natural (NBO) charge in e.
Cartesian coordinates (Å):
C -1.3056 -0.5563 2.7679  0.91
C 0.3219 2.0684 1.0700  -0.39
C 0.2129 1.4498 2.4551  -0.21
C 0.6597 0.8788 0.0657  -0.14
C 2.1542 0.6000 -0.0175  -0.65
C 0.6315 -2.2900 0.4909  -0.31
C -1.8751 -0.8307 -3.6184  -0.25
N -0.5996 0.2357 2.1901  -0.53
N -0.4043 -0.0901 0.2453  0.26
O -2.0221 -1.4121 3.0588  -0.40
O -0.3436 -1.3145 0.1689  -0.20
O -1.5819 0.0581 -2.6099  -0.75
H -0.5782 2.6422 0.7385  0.25
H 1.1737 2.7298 1.0748  0.24
H 1.1950 1.2160 2.8198  0.22
H -0.2893 2.0921 3.1197  0.24
H 0.3414 1.1257 -1.0195  0.31
H 2.5808 0.6490 0.9703  0.22
H 2.6731 1.1832 -0.7848  0.26
H 2.3969 -0.4765 -0.3121  0.22
H 0.3441 -2.5509 1.5137  0.23
H 1.7515 -1.9777 0.3633  0.22
H 0.4450 -3.1945 -0.1640  0.25
H -2.9759 -1.0296 -3.6515  0.17
H -1.4255 -1.8586 -3.4331  0.18
H -1.4941 -0.3253 -4.6696  0.17
H -1.9867 0.9781 -2.8324  0.48

***

(4)
DFT (ωB97M-V/def2-TZVPD) results for 2 unconnected molecules or ions with the total composition C7H15N3PS in a non-equilibrium geometry.

Output
**HOMO energy**: -12.233 eV
**LUMO level**: -5.25 eV
**Charge**: +1
**Kohn-Sham gap**: 0.25671 Eh
**Energy above the lowest of the compared OMol25 structures with the same formula, charge and spin**: 186.56 kJ/mol
**DFT total energy**: -32084.85635 eV

Last column: natural (NBO) charge in e.
Cartesian coordinates (Å):
C -2.3413 1.1632 -2.3573  -0.20
C -2.5671 -0.2259 -2.7473  -0.23
C -1.7443 1.8732 1.2195  -0.21
C -1.3345 0.8720 2.2348  -0.21
C 1.8473 -1.9462 -0.1757  -0.23
C 0.9994 -2.1714 1.0841  -0.25
C 2.1428 -0.0121 1.3837  -0.43
N -2.8321 0.1845 -1.3918  -0.76
N -2.1612 0.4693 1.0843  -0.76
N 1.3376 -0.8372 0.5545  -0.45
P -2.1091 -0.5355 -0.1772  1.68
S -2.2060 -2.4804 -0.1772  -0.28
H -1.3214 1.4749 -2.0986  0.21
H -3.0464 1.9864 -2.4470  0.25
H -3.5174 -0.3704 -3.4162  0.24
H -1.9099 -1.0568 -2.9813  0.25
H -2.7463 2.4281 1.2357  0.25
H -1.0505 2.1199 0.4131  0.22
H -0.3435 0.5197 2.4942  0.26
H -1.8313 0.9513 3.2477  0.25
H 2.9123 -2.1454 -0.2037  0.22
H 1.2354 -2.1228 -1.1526  0.20
H 0.0444 -2.3794 0.9840  0.19
H 1.5665 -2.4126 1.9657  0.20
H 1.7354 0.2009 2.3450  0.19
H 3.0737 -0.3659 1.7402  0.19
H 2.4408 0.9216 1.0044  0.21

***

(5)
DFT (ωB97M-V/def2-TZVPD) results for a gas-phase ion, C7H15N4 (charge +1) in a non-equilibrium geometry.

Output
**HOMO energy**: -12.959 eV
**LUMO level**: -3.12 eV
**SMILES string**: [H]/N=C1\N[N@@H+](C)N(C)C(C)=C1C
**Charge**: +1
**Kohn-Sham gap**: 0.36144 Eh
**Energy above the lowest of the compared OMol25 structures with the same formula, charge and spin**: 468.06 kJ/mol
**DFT total energy**: -13451.45259 eV

Last column: natural (NBO) charge in e.
Cartesian coordinates (Å):
H -3.8170 -0.0164 -0.8598  0.37
N -3.0226 -0.5178 -0.6280  -0.62
C -1.9973 0.0235 -0.2717  0.45
N -1.4828 1.3374 -0.1637  -0.51
N -0.1877 1.5939 0.3615  -0.05
C -0.1181 1.5171 1.8642  -0.46
N 0.8260 0.8297 -0.2144  -0.27
C 0.9929 1.3168 -1.6030  -0.46
C 0.5634 -0.6228 -0.1108  0.12
C 1.8789 -1.3243 -0.0952  -0.65
C -0.6422 -1.1105 -0.0165  -0.03
C -0.9713 -2.5224 -0.1411  -0.69
H -2.1172 2.1555 0.1324  0.42
H 0.1193 2.4837 -0.0488  0.46
H -0.4880 0.6374 2.3694  0.27
H 0.8864 1.5191 2.2030  0.25
H -0.5852 2.4250 2.4201  0.25
H 1.3961 0.4663 -2.1439  0.25
H -0.1395 1.5065 -1.9563  0.22
H 1.6092 2.1946 -1.5755  0.22
H 1.8802 -2.3821 -0.4300  0.25
H 2.3084 -1.1906 0.8648  0.24
H 2.5233 -0.8148 -0.7758  0.23
H -1.9191 -2.9025 0.3104  0.26
H -0.1055 -3.0914 0.2546  0.24
H -0.9627 -2.9816 -1.1880  0.25

***

(6)
DFT (ωB97M-V/def2-TZVPD) results for a gas-phase ion, C7H15N4 (charge +1) in a non-equilibrium geometry.

Output
**HOMO energy (alpha / beta)**: -10.471 / -10.473 eV
**LUMO level (alpha / beta)**: -3.43 / -3.42 eV
**Charge**: +1
**Kohn-Sham gap (alpha / beta)**: 0.25895 / 0.25901 Eh
**Energy above the lowest of the compared OMol25 structures with the same formula, charge and spin**: 531.90 kJ/mol
**DFT total energy**: -13450.79096 eV

Last column: natural (NBO) charge in e.
Cartesian coordinates (Å):
C 1.2881 1.5148 0.2134  0.69
C 2.8223 -0.4067 0.6112  -0.24
C 2.0754 -1.1624 -0.4479  -0.21
C -0.8622 1.9715 -0.7101  -0.25
C -1.6399 1.1199 0.3089  -0.21
C -0.2881 -0.7454 -0.6402  -0.27
C -2.3835 -1.2120 0.5852  -0.45
N 2.1813 0.8690 0.7601  -0.33
N 0.3484 2.4130 -0.1549  -0.61
N 0.7377 -1.5988 -0.2108  -0.69
N -1.1788 -0.3772 0.4268  -0.40
H 2.7268 -0.9887 1.5385  0.24
H 3.8142 -0.3008 0.2937  0.24
H 2.0628 -0.5577 -1.4318  0.18
H 2.6520 -1.9779 -0.6777  0.22
H -0.6342 1.2905 -1.4974  0.25
H -1.4215 2.7907 -0.9802  0.24
H -1.4077 1.5327 1.3081  0.23
H -2.6794 1.0496 0.1877  0.23
H -0.9448 -0.8675 -1.6234  0.18
H -3.0378 -0.6751 1.2748  0.22
H -2.9338 -1.5280 -0.3397  0.24
H -2.0767 -2.2669 1.0100  0.24
H 0.7343 3.3477 -0.3452  0.45
H 0.6091 -2.5820 -0.5705  0.37
H -0.5638 -0.6524 1.1114  0.44

***

(7)
DFT (ωB97M-V/def2-TZVPD) results for 2 unconnected molecules or ions with the total composition C7H15N4O3 in a non-equilibrium geometry.

Output
**HOMO energy**: -11.992 eV
**LUMO level**: -3.74 eV
**Charge**: +1
**Kohn-Sham gap**: 0.30324 Eh
**Energy above the lowest of the compared OMol25 structures with the same formula, charge and spin**: 168.99 kJ/mol
**DFT total energy**: -19592.34089 eV

Last column: natural (NBO) charge in e.
Cartesian coordinates (Å):
C 2.8930 -0.4095 0.0384  0.60
C -2.3440 -1.5055 -0.7228  -0.45
C -1.6072 -1.4587 0.6772  -0.41
C -2.6989 -0.1028 -1.0897  -0.05
C -1.6521 0.0488 1.0917  0.09
C -0.6675 2.3842 1.0052  -0.69
C -0.8623 1.0793 0.4552  0.39
N 3.4628 -1.5226 -0.5618  -0.85
N 3.4468 0.7671 -0.4065  -0.81
N 0.2020 0.7424 -0.6582  0.55
N 1.9069 -0.4467 0.8664  -0.87
O -0.0597 -0.2295 -1.3198  -0.37
O 1.0187 1.5907 -0.9128  -0.31
O -2.2518 0.8264 0.0068  -0.31
H -1.6101 -1.9480 -1.4532  0.27
H -3.0983 -2.1816 -0.4878  0.25
H -1.8926 -1.9813 1.5515  0.24
H -0.5371 -1.6727 0.5100  0.25
H -2.3713 0.2475 -2.0288  0.24
H -3.6909 0.1583 -1.0423  0.22
H -2.2118 0.1478 1.9457  0.24
H -1.6400 2.8154 1.3496  0.26
H -0.2546 3.0591 0.3079  0.27
H -0.0773 2.3188 1.8524  0.27
H 4.5139 -1.4158 -0.8289  0.40
H 3.0931 -2.4878 -0.4910  0.41
H 4.3305 0.8533 -0.8248  0.40
H 3.1332 1.7201 0.0069  0.41
H 1.5268 -1.3966 1.1635  0.35

***

(8)
DFT (ωB97M-V/def2-TZVPD) results for a single C7H15N5 molecule in a non-equilibrium geometry.

Output
**HOMO energy**: -9.285 eV
**LUMO level**: 0.46 eV
**SMILES string**: CC(C)(C)[C@@H](NN)c1nnc[nH]1
**Charge**: 0
**Kohn-Sham gap**: 0.35814 Eh
**Energy above the lowest of the compared OMol25 structures with the same formula, charge and spin**: 64.74 kJ/mol
**DFT total energy**: -14950.55375 eV

Last column: natural (NBO) charge in e.
Cartesian coordinates (Å):
C 0.9672 1.6390 -0.6020  -0.62
C 1.1512 0.3529 0.2033  -0.04
C 2.4180 -0.3076 -0.1546  -0.63
C 1.0063 0.6682 1.6927  -0.62
C -0.0113 -0.5884 -0.2614  -0.08
N 0.1126 -1.8911 0.3894  -0.47
N -0.5639 -2.8787 -0.4489  -0.66
C -1.3460 0.0531 -0.0651  0.29
N -2.1063 -0.3524 0.9198  -0.31
N -3.3405 0.1148 0.6898  -0.27
C -3.3009 0.8972 -0.3150  0.14
N -2.1009 0.7925 -0.8904  -0.53
H 0.2319 2.2750 -0.0879  0.21
H 1.8753 2.1948 -0.4319  0.22
H 0.8006 1.4939 -1.6546  0.20
H 2.2562 -1.3365 0.0316  0.24
H 2.8254 -0.0869 -1.1262  0.21
H 3.2586 0.0883 0.4932  0.21
H 1.2025 -0.1943 2.4103  0.22
H -0.0005 0.9778 1.9459  0.22
H 1.7312 1.3762 1.8127  0.21
H 0.2049 -0.7181 -1.4054  0.20
H -0.3480 -1.8445 1.3280  0.39
H -1.3643 -2.5761 -0.9885  0.33
H 0.0765 -3.1037 -1.1694  0.33
H -3.9184 1.6611 -0.6153  0.20
H -1.7175 1.2937 -1.6997  0.42

***

(9)
DFT (ωB97M-V/def2-TZVPD) results for 3 unconnected molecules or ions with the total composition C7H15NO in a non-equilibrium geometry.

Output
**HOMO energy (alpha / beta)**: -8.443 / -6.083 eV
**LUMO level (alpha / beta)**: 0.77 / 0.32 eV
**Charge**: 0
**Kohn-Sham gap (alpha / beta)**: 0.33853 / 0.23529 Eh
**Energy above the lowest of the compared OMol25 structures with the same formula, charge and spin**: 756.21 kJ/mol
**DFT total energy**: -11032.83692 eV

Last column: natural (NBO) charge in e.
Cartesian coordinates (Å):
C 1.0806 0.8864 -0.2274  0.13
C 1.0362 1.2350 1.2294  -0.68
C 0.7789 2.0322 -1.1477  -0.68
C 2.2150 0.0106 -0.6595  -0.68
C -0.2416 -1.9691 1.1092  -0.71
C -0.6969 -1.0537 0.0800  0.11
N -3.8311 -1.3495 -0.1673  -0.44
C -0.9227 -0.2474 -0.8085  -0.20
O -2.6929 -1.8847 -0.6802  -0.35
H -3.8425 -1.3754 0.8537  0.33
H -3.9977 -0.3929 -0.4842  0.33
H -1.3569 0.3256 -1.5931  0.24
H 0.0738 1.6702 1.5121  0.21
H 1.2401 0.3753 1.8709  0.20
H 0.7214 1.7168 -2.1923  0.21
H -0.1520 2.5392 -0.8794  0.21
H 1.5771 2.7910 -1.0874  0.20
H 2.3561 -0.8460 0.0029  0.20
H 2.0834 -0.3496 -1.6822  0.22
H 3.1659 0.5709 -0.6388  0.20
H 1.8088 1.9843 1.4725  0.20
H -0.8568 -2.8705 1.0564  0.25
H 0.7990 -2.2641 0.9551  0.24
H -0.3451 -1.5345 2.1057  0.24